No. 1
Density functional theory data (ωB97M-V with the def2-TZVPD basis set) for C4H4O2Sr as an isolated structure at a distorted geometry.

Cartesian coordinates (Å):
Sr: 1.93 2.67 1.16
O: -2.91 1.37 -0.29
O: 0.46 0.82 0.53
C: -2.01 0.82 0.06
C: -0.87 0.08 0.54
C: 1.00 -1.40 -0.50
C: 0.25 -0.18 -0.44
H: 0.28 -0.21 -1.63
H: 1.21 -1.89 0.45
H: 1.75 -1.52 -1.28
H: -1.10 -0.57 1.40

Properties
* LUMO level (spin up / spin down): -13.932 / -13.909 eV
* E_HOMO (spin up / spin down): -21.341 / -23.687 eV
* E: -9106.397 eV
* 2S+1: 2
* Kohn-Sham gap (spin up / spin down): 0.27229 / 0.35934 Eh
* charge: +3
* relative energy (zero: lowest compared OMol25 entry of this formula, charge and spin): 83.9 kcal per mole


No. 2
Density functional theory data (ωB97M-V with the def2-TZVPD basis set) for a 9-piece molecular cluster, C54H54N8O16 overall at a distorted geometry.

Cartesian coordinates (Å):
O: 25.02 -4.94 -6.47
O: 24.57 -10.23 -16.74
O: 19.79 -4.24 -14.62
O: 19.81 -11.93 -12.62
O: 23.53 -6.53 -6.77
O: 24.96 -7.41 -13.24
O: 18.42 -2.60 -14.66
O: 24.05 -6.04 -14.79
O: 20.35 -10.05 -11.82
O: 23.10 -11.42 -17.91
O: 20.01 -0.69 -9.45
O: 22.07 -0.73 -8.68
O: 28.43 -3.41 -7.81
O: 30.56 -3.73 -7.45
O: 19.50 1.30 -15.97
O: 18.56 0.73 -14.12
N: 24.71 -6.13 -6.77
N: 19.23 -3.35 -15.23
N: 19.50 0.74 -14.90
N: 20.89 -1.10 -8.69
N: 23.42 -10.58 -17.05
N: 20.66 -11.16 -12.32
N: 29.51 -3.89 -8.09
N: 24.37 -6.34 -13.63
C: 20.51 -2.20 -7.75
C: 22.16 -0.49 -12.63
C: 22.64 -4.05 -10.42
C: 24.18 -5.66 -11.25
C: 22.53 -12.63 -12.30
C: 23.76 -5.43 -12.58
C: 20.97 -0.06 -13.04
C: 28.57 1.60 -4.84
C: 22.31 -8.65 -15.99
C: 27.85 0.21 -6.90
C: 29.48 -4.83 -9.29
C: 20.00 -8.67 -15.22
C: 27.40 0.84 -5.53
C: 27.16 -6.91 -6.58
C: 28.25 -5.22 -9.87
C: 22.70 -4.52 -12.79
C: 26.90 0.27 -8.13
C: 22.26 -3.73 -11.72
C: 26.49 -9.47 -7.47
C: 22.94 -10.37 -12.90
C: 23.23 -0.62 -13.49
C: 28.23 -6.05 -10.97
C: 21.48 -2.83 -6.92
C: 27.81 -9.15 -7.01
C: 20.62 -1.84 -19.07
C: 19.37 -1.51 -18.58
C: 22.23 -10.02 -16.41
C: 24.59 -12.01 -13.32
C: 25.64 -2.16 -8.22
C: 25.53 -8.42 -7.41
C: 19.91 -4.37 -6.04
C: 21.94 0.15 -15.31
C: 30.68 -5.31 -9.83
C: 29.40 -6.59 -11.50
C: 25.79 -7.18 -6.94
C: 19.89 -9.98 -15.72
C: 19.21 -2.75 -7.72
C: 22.03 -11.32 -12.55
C: 30.61 -6.18 -10.85
C: 18.97 -3.81 -6.86
C: 21.21 -3.92 -6.08
C: 23.80 -12.97 -12.78
C: 28.16 -7.91 -6.61
C: 24.23 -10.66 -13.38
C: 23.13 -0.35 -14.86
C: 21.47 -2.60 -18.32
C: 21.09 -3.05 -17.02
C: 20.79 0.19 -14.43
C: 21.21 -8.02 -15.37
C: 20.95 -10.68 -16.27
C: 25.63 -0.69 -7.86
C: 18.96 -1.92 -17.32
C: 19.78 -2.80 -16.52
C: 23.61 -4.95 -10.20
H: 24.29 -13.93 -12.71
H: 24.19 -0.68 -13.00
H: 26.53 1.47 -5.70
H: 21.54 -2.95 -11.93
H: 18.66 -1.01 -19.22
H: 26.60 1.31 -8.24
H: 23.93 -0.25 -15.59
H: 26.21 -2.72 -7.48
H: 21.72 0.58 -16.28
H: 26.23 -2.24 -9.14
H: 17.99 -4.24 -6.96
H: 27.22 -6.37 -11.21
H: 22.36 -4.32 -13.79
H: 21.78 -3.73 -16.55
H: 21.97 -4.28 -5.40
H: 24.55 -8.69 -7.77
H: 19.20 -8.30 -14.59
H: 20.11 -0.06 -12.39
H: 27.35 -0.02 -9.07
H: 25.56 -12.27 -13.72
H: 26.21 -10.44 -7.84
H: 23.88 -5.09 -9.17
H: 22.38 -2.24 -6.91
H: 29.20 -7.78 -6.35
H: 24.63 -2.51 -8.44
H: 31.62 -5.03 -9.39
H: 21.93 -13.45 -11.92
H: 24.87 -9.88 -13.76
H: 29.42 0.99 -4.53
H: 27.07 -0.05 -5.00
H: 28.85 0.53 -7.18
H: 22.11 -3.63 -9.57
H: 28.66 -9.81 -7.06
H: 28.13 -0.83 -6.72
H: 27.52 -6.05 -6.04
H: 22.51 -2.74 -18.58
H: 17.94 -1.63 -17.10
H: 18.39 -2.53 -8.39
H: 27.31 -4.88 -9.48
H: 25.32 -0.66 -6.82
H: 22.58 -9.36 -12.99
H: 28.97 2.46 -5.39
H: 20.90 -11.76 -16.36
H: 29.36 -7.42 -12.19
H: 19.52 -5.11 -5.36
H: 28.23 2.10 -3.93
H: 24.85 -6.48 -11.05
H: 21.30 -7.01 -15.01
H: 18.97 -10.54 -15.73
H: 22.33 -0.73 -11.59
H: 31.51 -6.63 -11.25
H: 24.83 -0.20 -8.42
H: 20.95 -1.46 -20.03
H: 23.21 -8.08 -15.83

Properties
* LUMO level: -1.149 eV
* E_HOMO: -9.725 eV
* E: -101527.970 eV
* Kohn-Sham gap: 0.31515 Eh
* charge: 0
* structure (SMILES): O=[N+]([O-])c1ccccc1.O=[N+]([O-])c1ccccc1.O=[N+]([O-])c1ccccc1.O=[N+]([O-])c1ccccc1.O=[N+]([O-])c1ccccc1.O=[N+]([O-])c1ccccc1.O=[N+]([O-])c1ccccc1.O=[N+]([O-])c1ccccc1.CCCCCC


No. 3
Density functional theory data (ωB97M-V with the def2-TZVPD basis set) for C15H21ClErF5O2P2 as an isolated structure at a distorted geometry.

Cartesian coordinates (Å):
Er: 0.58 -0.69 -0.19
Cl: -4.55 -1.78 0.05
P: -0.21 -0.80 2.38
P: -0.10 0.71 -2.40
F: 5.75 -0.11 -2.45
F: 5.63 -1.55 2.15
F: 7.00 -1.10 -0.20
F: 3.16 0.55 -2.31
F: 3.04 -0.89 2.29
O: 1.49 2.48 0.82
O: -4.25 0.67 0.92
C: 5.06 -0.39 -1.32
C: 3.64 -0.86 1.03
C: 5.70 -0.88 -0.17
C: 0.73 2.25 -2.89
C: 0.50 -2.52 2.48
C: -1.80 0.84 -3.06
C: 5.00 -1.12 1.02
C: 0.58 0.17 3.70
C: 0.63 -0.65 -3.45
C: -5.05 -0.12 0.47
C: 2.92 -0.44 -0.10
C: 1.11 1.43 0.48
C: -6.51 0.14 0.20
C: 3.69 -0.15 -1.24
C: -1.94 -1.06 2.91
H: 1.70 -0.80 -3.23
H: 0.26 3.09 -2.37
H: -2.44 -0.08 2.92
H: -2.00 -1.52 3.90
H: 0.68 2.42 -3.97
H: 1.78 2.21 -2.59
H: -2.30 1.67 -2.54
H: -7.14 -0.53 0.80
H: 1.58 -2.53 2.25
H: -0.03 -3.19 1.77
H: -6.73 -0.02 -0.87
H: 0.12 1.16 3.73
H: 0.08 -1.59 -3.28
H: -6.73 1.18 0.46
H: -2.45 -1.69 2.17
H: 0.34 -2.90 3.50
H: 0.52 -0.36 -4.50
H: -1.81 1.02 -4.14
H: -2.33 -0.09 -2.83
H: 1.64 0.30 3.47
H: 0.49 -0.30 4.68

Properties
* LUMO level (spin up / spin down): -7.947 / -7.836 eV
* E_HOMO (spin up / spin down): -15.359 / -15.360 eV
* E: -92282.763 eV
* 2S+1: 4
* Kohn-Sham gap (spin up / spin down): 0.27240 / 0.27653 Eh
* charge: +2
* relative energy (zero: lowest compared OMol25 entry of this formula, charge and spin): 1.4 kcal per mole


No. 4
Density functional theory data (ωB97M-V with the def2-TZVPD basis set) for C3H9N2O as an isolated structure at a distorted geometry.

Cartesian coordinates (Å):
O: 0.94 1.20 0.63
N: -1.48 0.87 0.68
N: 2.44 -1.01 0.04
C: -2.26 -0.18 0.01
C: 0.30 0.36 -0.83
C: -0.22 1.03 0.24
H: -2.32 -1.12 0.60
H: 2.05 -0.15 -0.08
H: 3.35 -0.83 -0.45
H: 2.71 -1.45 0.91
H: 0.36 -0.71 -0.80
H: -1.91 -0.22 -1.04
H: -3.31 0.21 -0.10
H: 1.00 0.84 -1.49
H: -1.65 1.16 1.68

Properties
* LUMO level: -6.127 eV
* E_HOMO: -13.896 eV
* E: -8273.723 eV
* Kohn-Sham gap: 0.28548 Eh
* charge: +1
* relative energy (zero: lowest compared OMol25 entry of this formula, charge and spin): 123.4 kcal per mole


No. 5
Density functional theory data (ωB97M-V with the def2-TZVPD basis set) for a 3-piece molecular cluster, C34H71F10N6O11P2S overall at a distorted geometry.

Cartesian coordinates (Å):
S: -6.73 1.28 2.97
P: -7.05 0.61 -7.08
P: 7.02 -0.31 8.74
F: -6.37 -0.31 3.50
F: -5.48 2.61 0.97
F: -4.27 0.80 1.95
F: 0.85 -1.14 1.74
F: -7.22 0.85 -0.63
F: -7.68 1.47 4.40
F: -7.06 2.96 2.65
F: -8.16 0.83 2.15
F: -6.57 -1.16 0.70
F: -5.35 1.81 3.89
O: 7.18 -1.96 8.58
O: -8.18 1.67 -6.49
O: 1.18 4.24 -3.96
O: 4.68 2.37 3.13
O: 8.23 -0.40 9.97
O: -5.97 1.75 -7.63
O: 5.94 -0.23 7.63
O: 1.57 -4.55 -1.10
O: -7.90 0.80 -8.57
O: 5.95 -0.34 10.01
O: -6.28 0.44 -5.74
N: -0.89 -2.05 -4.20
N: 0.49 0.66 -0.30
N: 1.44 -1.46 0.56
N: 2.02 -0.98 -1.80
N: 0.61 -6.00 2.01
N: -0.53 1.02 -4.08
C: 4.10 1.65 4.29
C: -6.99 -0.24 -10.55
C: -6.16 0.22 0.25
C: 1.82 -5.35 1.31
C: 1.10 -0.77 -2.97
C: 7.34 -2.55 7.29
C: 2.92 1.52 0.34
C: 1.37 -4.10 0.31
C: 1.77 1.75 -3.34
C: -4.89 -0.08 -0.80
C: 1.55 3.34 -3.04
C: 10.53 -0.65 9.31
C: -8.53 1.67 -5.11
C: -7.32 1.05 -9.83
C: -1.78 0.52 -1.41
C: -4.57 1.52 -7.56
C: -5.64 1.19 1.46
C: 1.30 -0.59 -0.53
C: 3.58 3.14 2.47
C: 3.64 -0.81 9.47
C: -7.70 2.69 -4.35
C: -4.08 0.63 -8.69
C: 8.77 -2.44 6.79
C: 9.33 -1.27 10.00
C: 1.28 1.71 0.42
C: 2.26 -2.74 0.52
C: -2.92 1.74 -1.24
C: 4.66 0.24 9.89
C: 2.03 -1.09 -4.33
C: 0.50 0.77 -2.96
C: -0.23 1.15 -1.53
C: -0.02 -1.95 -2.93
C: 3.55 2.98 0.84
C: -4.45 1.23 -1.68
H: -4.08 2.50 -7.65
H: 4.68 1.09 9.20
H: 2.79 1.44 -2.86
H: 9.47 -2.92 7.48
H: 1.95 1.68 -4.52
H: -3.00 0.50 -8.64
H: -0.77 2.05 -4.04
H: -0.67 -1.98 -1.94
H: 3.28 0.93 3.84
H: -2.07 -0.17 -2.31
H: 7.08 -3.60 7.39
H: 3.17 -2.73 -0.22
H: -7.87 2.59 -3.27
H: -9.59 1.94 -5.04
H: 1.77 3.71 -1.93
H: 1.03 2.82 0.15
H: 2.52 -4.97 2.17
H: 2.12 -2.27 -4.44
H: 3.96 -1.38 8.60
H: -5.20 2.13 -1.63
H: 3.82 4.28 2.70
H: 9.58 -1.43 11.05
H: 9.07 -1.39 6.69
H: 3.10 -0.66 -4.08
H: 0.58 -2.98 -2.92
H: 3.49 -1.53 10.28
H: 4.65 3.12 0.45
H: 1.01 1.60 1.58
H: 3.33 1.35 -0.75
H: -2.63 2.60 -2.02
H: -0.74 -3.01 -4.60
H: -7.97 3.71 -4.65
H: 3.33 0.72 1.11
H: 0.24 -3.82 0.43
H: 4.38 0.64 10.87
H: -8.07 1.59 -10.42
H: 9.11 -2.26 9.60
H: -7.90 -0.79 -10.78
H: 2.76 -2.84 1.60
H: 6.65 -2.12 6.56
H: -1.87 -0.16 -0.44
H: 2.56 2.91 3.01
H: 10.28 -0.31 8.30
H: -4.32 1.07 -9.67
H: -0.42 2.32 -1.39
H: 2.40 -6.19 0.72
H: -0.10 0.76 -5.01
H: -4.55 -0.35 -8.64
H: -8.43 0.67 -4.69
H: 2.92 3.88 0.40
H: 1.62 -0.56 -5.29
H: 0.78 -7.03 2.13
H: 0.91 -5.32 -1.25
H: 11.36 -1.36 9.26
H: 3.57 2.36 5.06
H: -6.37 -0.89 -9.93
H: 10.87 0.23 9.87
H: 4.95 1.08 4.88
H: -6.47 -0.04 -11.49
H: -4.03 -0.59 -0.19
H: -4.27 1.11 -6.60
H: 8.88 -2.92 5.81
H: 2.68 -0.34 9.25
H: -2.89 2.21 -0.17
H: 2.95 -0.52 -1.91
H: -6.46 1.72 -9.79
H: -5.34 -0.86 -1.58
H: -0.26 -5.86 1.43
H: -4.34 0.94 -2.83
H: -1.88 -2.07 -3.81
H: -6.63 2.58 -4.54

Properties
* LUMO level: -4.335 eV
* E_HOMO: -11.545 eV
* E: -124432.365 eV
* Kohn-Sham gap: 0.26497 Eh
* charge: +1